1.
{
  "formula": "C5H10O",
  "method": "ωB97M-V/def2-TZVPD",
  "homo_ev": -8.151,
  "total_charge": 0,
  "energy_ev": -7391.58096,
  "e_above_lowest_ev": 3.1844,
  "elements": ["C", "C", "O", "C", "C", "C", "H", "H", "H", "H", "H", "H", "H", "H", "H", "H"],
  "xyz": [[2.165512, 0.242738, 1.559216], [1.040699, 0.922064, 0.848720], [0.738760, 0.147184, -0.173982], [-0.704919, 0.097401, -0.323032], [-1.178297, 0.882903, -1.512916], [-1.054999, -1.380695, -0.267030], [3.039285, 0.882628, 1.419794], [2.292034, -0.781785, 1.177991], [1.862385, 0.228675, 2.621206], [-1.051269, 0.564916, 0.590677], [-0.817581, 1.909326, -1.382118], [-0.781643, 0.470367, -2.445994], [-2.273965, 0.876460, -1.509077], [-2.143402, -1.468595, -0.210645], [-0.615601, -1.844411, 0.628627], [-0.687533, -1.919034, -1.147240]],
  "atomic_forces_ev_per_a": [[-0.086, 0.239, -0.207], [0.176, -0.562, 0.218], [-0.178, -0.016, 0.493], [-0.233, -0.268, -0.091], [0.140, 0.012, 0.085], [-0.091, 0.065, -0.092], [0.301, -0.188, 0.358], [0.365, 0.296, 0.164], [0.398, 0.130, -0.335], [-0.468, 0.145, 0.010], [-0.175, -0.109, -0.200], [-0.172, 0.070, 0.067], [0.196, 0.063, -0.236], [0.088, -0.152, -0.062], [-0.165, 0.181, -0.271], [-0.095, 0.096, 0.098]],
  "mulliken_charge": [-0.85, -0.24, -0.17, 0.50, -1.26, -1.26, 0.27, 0.28, 0.31, 0.41, 0.34, 0.32, 0.35, 0.36, 0.32, 0.31]
}



2.
{
  "formula": "C5H10O2",
  "method": "ωB97M-V/def2-TZVPD",
  "homo_ev": -9.064,
  "total_charge": 0,
  "energy_ev": -9436.33276,
  "e_above_lowest_ev": 6.7102,
  "elements": ["O", "C", "C", "C", "C", "O", "C", "H", "H", "H", "H", "H", "H", "H", "H", "H", "H"],
  "xyz": [[0.694766, -2.273481, 0.407052], [-0.554591, -2.054484, 0.486082], [-0.903377, -0.203958, 0.779909], [-0.061078, 0.528347, -0.044227], [-0.285102, 1.672577, -1.007464], [1.063884, 2.121122, -0.814100], [1.305240, 1.128643, 0.199611], [0.894101, -1.315463, -0.742171], [-1.079706, -2.362545, 1.397546], [-1.153199, -2.170035, -0.439783], [-0.621142, -0.221909, 1.829622], [-1.973117, -0.114451, 0.590844], [0.622899, -0.645028, -1.164162], [-1.012375, 2.388462, -0.594044], [-0.530039, 1.470397, -2.054167], [2.163487, 0.490153, -0.030866], [1.429349, 1.561653, 1.200319]],
  "atomic_forces_ev_per_a": [[-0.120, -0.046, -0.227], [-0.093, -0.207, -0.022], [0.055, 0.317, -0.001], [-0.081, -0.148, 0.226], [-0.262, -0.061, -0.174], [0.100, 0.159, -0.101], [0.161, -0.178, 0.254], [-0.033, 0.036, 0.094], [0.114, 0.057, -0.076], [0.012, 0.004, 0.141], [0.013, -0.071, -0.122], [0.159, 0.000, 0.048], [-0.026, 0.097, -0.044], [0.101, -0.095, -0.116], [0.083, -0.049, 0.127], [-0.124, 0.140, 0.109], [-0.058, 0.045, -0.114]],
  "mulliken_charge": [-0.60, -0.46, -0.48, -0.07, -0.42, -0.40, -0.21, 0.12, 0.36, 0.35, 0.35, 0.32, 0.12, 0.29, 0.24, 0.19, 0.28]
}



3.
{
  "formula": "C11H16Cl3NO2Re",
  "method": "ωB97M-V/def2-TZVPD",
  "homo_ev": [0.605, -1.086],
  "total_charge": -2,
  "energy_ev": -56952.62944,
  "e_above_lowest_ev": 0.0000,
  "s2": 3.788,
  "spin_multiplicity": 4,
  "elements": ["C", "C", "C", "C", "C", "C", "C", "C", "C", "C", "Re", "Cl", "Cl", "Cl", "H", "H", "H", "H", "H", "H", "H", "H", "H", "H", "H", "H", "H", "H", "H", "O", "H", "O", "C", "N"],
  "xyz": [[0.704113, -0.699385, -1.110395], [0.915884, -0.915067, 0.303522], [0.840641, 0.396322, 0.942946], [1.646919, -2.064129, 0.894164], [0.576933, 1.361193, -0.108064], [0.466342, 0.676066, -1.335164], [0.130957, 1.291093, -2.644522], [0.816741, -1.739568, -2.149281], [1.483857, 0.727423, 2.241121], [0.573117, 2.827318, 0.058230], [-1.208310, -0.471066, 0.866976], [-0.849216, -1.393553, 2.900959], [-1.562500, -2.671459, -0.031039], [-1.749888, 1.566158, 1.923425], [1.359559, -2.990800, 0.400015], [1.416749, -2.161367, 1.954528], [2.729509, -1.915674, 0.783223], [1.261675, -0.037772, 2.985067], [1.126525, 1.686255, 2.624408], [2.572810, 0.775818, 2.102514], [0.294283, 3.102884, 1.076736], [-0.144286, 3.296811, -0.624468], [1.568568, 3.237196, -0.158516], [-0.594850, 2.102529, -2.518016], [-0.294837, 0.552070, -3.332890], [1.025749, 1.713200, -3.120108], [0.480466, -2.707501, -1.767413], [1.850787, -1.840016, -2.507984], [0.196364, -1.485869, -3.014684], [-2.148743, 0.198292, -0.718552], [-2.608038, -0.507076, -1.211953], [-5.460594, -0.388318, 1.444203], [-4.292287, -0.626827, 1.427036], [-3.124997, -0.895181, 1.423976]],
  "atomic_forces_ev_per_a": [[0.697, 0.912, 0.358], [0.300, 1.634, -0.557], [0.315, -0.205, -1.522], [0.037, -0.241, 0.099], [0.870, -0.880, -0.596], [0.843, -0.362, 0.756], [-0.122, 0.147, -0.145], [-0.209, -0.366, -0.307], [0.129, 0.023, 0.240], [-0.238, 0.374, 0.076], [-2.522, -0.723, 0.407], [0.905, -1.138, 2.433], [0.235, -1.031, -0.612], [-0.110, 1.157, 0.516], [0.026, -0.145, 0.012], [0.040, -0.078, -0.033], [0.042, -0.071, -0.036], [0.066, 0.114, 0.031], [0.025, -0.059, 0.013], [0.044, 0.102, 0.087], [0.012, 0.049, -0.111], [0.055, 0.051, 0.083], [0.038, 0.142, -0.014], [0.020, -0.137, -0.065], [-0.007, 0.157, 0.090], [-0.023, 0.051, -0.116], [0.048, 0.082, -0.099], [0.041, -0.060, -0.029], [0.015, -0.125, -0.025], [-0.342, 0.205, -1.708], [0.321, 0.370, 0.585], [-1.004, 0.060, 0.107], [2.885, -0.455, -0.133], [-3.434, 0.447, 0.215]],
  "lowdin_spin": [0.20, 0.00, -0.01, 0.00, 0.19, 0.06, 0.01, 0.04, 0.00, 0.03, 2.08, 0.12, 0.03, 0.04, 0.00, 0.00, 0.00, 0.00, 0.00, 0.00, 0.00, 0.00, 0.02, 0.00, 0.00, 0.00, 0.00, 0.02, 0.00, 0.12, 0.01, 0.01, 0.02, 0.01]
}



4.
{
  "formula": "C5H14O",
  "method": "ωB97M-V/def2-TZVPD",
  "homo_ev": -10.022,
  "total_charge": 0,
  "energy_ev": -7457.37683,
  "e_above_lowest_ev": 2.4085,
  "elements": ["C", "C", "C", "H", "H", "H", "H", "H", "H", "H", "H", "C", "C", "O", "H", "H", "H", "H", "H", "H"],
  "xyz": [[0.252344, -0.631644, -1.797060], [0.262032, 0.836781, -2.257574], [-0.880290, -1.737952, -2.017089], [0.264159, -0.548660, -0.686855], [1.322862, -1.015256, -2.226868], [0.417558, 1.594074, -1.470386], [0.967807, 0.986633, -3.040716], [-1.187622, -1.930593, -2.987607], [-1.744017, -1.641080, -1.415918], [-0.592198, 1.240939, -2.910606], [-0.550192, -2.699759, -1.698553], [0.536505, 0.583811, 1.700142], [-0.568889, -0.499876, 1.755712], [0.497174, 1.497178, 2.701150], [1.497590, 0.072595, 1.695439], [0.450976, 1.142164, 0.714229], [-1.112358, -0.537952, 0.898288], [-0.277258, 2.124082, 2.780501], [-1.091292, -0.575574, 2.715760], [0.046388, -1.495755, 1.719308]],
  "atomic_forces_ev_per_a": [[1.479, -1.250, 0.258], [-2.328, 1.043, -1.706], [1.826, 1.286, 0.652], [0.722, -0.440, -0.804], [-2.651, 0.301, 1.477], [0.022, -0.581, -0.236], [1.380, 0.027, -0.145], [-0.550, 0.219, -2.188], [-1.057, 0.951, 0.655], [0.180, -0.902, 1.441], [1.038, -0.686, 0.425], [-1.479, -0.111, -2.634], [3.930, -2.334, 2.255], [-0.352, 2.400, 2.743], [0.171, 0.419, 0.304], [0.200, -0.796, 0.711], [-2.240, 0.173, -2.065], [1.159, -1.562, -0.805], [-0.181, 0.466, -0.429], [-1.269, 1.376, 0.092]],
  "mulliken_charge": [0.50, -1.02, -1.32, -0.45, 0.27, 0.25, 0.31, 0.42, 0.37, 0.26, 0.36, 0.21, -0.99, -0.57, 0.27, -0.10, 0.33, 0.30, 0.35, 0.24]
}



5.
{
  "formula": "C19H23BrIrN5O3PS",
  "method": "ωB97M-V/def2-TZVPD",
  "homo_ev": -18.140,
  "total_charge": 3,
  "energy_ev": -126647.23145,
  "e_above_lowest_ev": 0.0432,
  "elements": ["Ir", "C", "C", "C", "C", "C", "Br", "N", "C", "H", "H", "H", "H", "H", "H", "C", "N", "C", "N", "C", "N", "C", "P", "C", "C", "H", "H", "H", "H", "H", "H", "H", "H", "H", "H", "H", "H", "H", "O", "C", "N", "S", "O", "O", "C", "C", "C", "C", "C", "C", "H", "H", "H", "H"],
  "xyz": [[1.221867, -0.340820, 0.654246], [0.685808, -1.808035, 6.116531], [1.216957, -2.053676, 4.737709], [2.160780, -3.046323, 4.471334], [2.653451, -3.265046, 3.181907], [2.142315, -2.449086, 2.217692], [2.625752, -2.396618, 0.341421], [1.235124, -1.482082, 2.420742], [0.776462, -1.282766, 3.663763], [1.216653, -2.406416, 6.852505], [-0.372793, -2.066607, 6.168557], [0.788451, -0.757752, 6.389530], [2.531583, -3.660742, 5.282723], [3.396953, -4.020745, 2.969476], [0.058843, -0.481320, 3.787248], [-3.429700, -0.575148, -1.587650], [-2.329524, -0.040355, -2.533102], [-1.880093, -1.199246, -3.457341], [-1.462648, -2.308329, -2.673256], [-2.535431, -2.770041, -1.790311], [-2.953925, -1.708146, -0.873268], [-1.946447, -1.395285, 0.137209], [-0.431085, -0.817569, -0.724991], [-1.161215, 0.517143, -1.770784], [-0.184871, -2.124359, -1.993213], [-4.271714, -0.844344, -2.224727], [-3.711988, 0.242816, -0.925813], [-2.721506, 0.708261, -3.112289], [-1.081135, -0.814373, -4.090150], [-2.747511, -1.457675, -4.064107], [-2.197527, -3.634731, -1.222131], [-3.388867, -3.071110, -2.397787], [-1.720527, -2.284095, 0.729532], [-2.305599, -0.620462, 0.818468], [-0.421541, 0.883729, -2.486572], [-1.504707, 1.342860, -1.144139], [0.119973, -3.058671, -1.521213], [0.595569, -1.817694, -2.693941], [1.521671, 0.879512, -2.708850], [1.679755, 1.623346, -1.775504], [1.989706, 1.149560, -0.482574], [1.623633, 2.288947, 0.658506], [0.429857, 1.479155, 1.254739], [2.615074, 2.573811, 1.629012], [1.257407, 3.585812, -0.427498], [1.045739, 4.921335, -0.143294], [0.961640, 5.779856, -1.235530], [1.113939, 5.306331, -2.536145], [1.351626, 3.959176, -2.797738], [1.428132, 3.091680, -1.725010], [0.958470, 5.287228, 0.870831], [0.792110, 6.834833, -1.068024], [1.063338, 6.005979, -3.359837], [1.501693, 3.598301, -3.806884]],
  "atomic_forces_ev_per_a": [[0.403, 0.341, 0.376], [-0.008, 0.010, 0.015], [0.050, -0.044, -0.040], [-0.057, 0.056, 0.002], [0.012, 0.033, -0.079], [-0.098, 0.041, 0.019], [-0.074, -0.044, 0.172], [-0.134, -0.362, -0.461], [-0.025, 0.028, 0.101], [-0.002, 0.002, 0.004], [0.000, 0.005, 0.011], [-0.010, -0.001, 0.005], [0.001, -0.005, -0.001], [-0.006, -0.005, -0.003], [-0.001, -0.010, 0.015], [-0.014, 0.018, -0.039], [-0.047, -0.044, 0.029], [0.003, 0.016, 0.004], [-0.008, 0.046, -0.008], [0.004, -0.028, -0.009], [-0.011, 0.048, -0.024], [0.026, -0.016, -0.024], [0.009, -0.235, 0.184], [-0.117, 0.090, -0.001], [0.049, 0.040, -0.027], [0.002, 0.004, 0.001], [0.003, -0.010, 0.002], [-0.013, -0.021, 0.009], [0.006, -0.010, 0.012], [-0.003, 0.015, 0.008], [-0.002, 0.002, -0.004], [0.003, 0.002, 0.006], [-0.014, -0.005, -0.014], [-0.008, -0.007, -0.002], [-0.269, -0.127, 0.063], [-0.029, -0.011, 0.024], [-0.001, -0.012, 0.011], [-0.017, 0.008, 0.013], [0.260, -0.041, -0.185], [0.114, 0.099, 0.427], [-0.162, 0.183, -0.216], [-0.116, -0.175, -0.017], [0.454, 0.142, -0.280], [-0.114, 0.044, -0.041], [-0.054, 0.020, 0.014], [-0.009, -0.009, 0.023], [0.004, -0.007, 0.012], [-0.009, 0.033, -0.014], [0.018, -0.041, -0.021], [0.006, -0.056, -0.060], [-0.004, -0.003, 0.003], [0.002, 0.001, 0.006], [0.002, -0.003, -0.003], [0.008, 0.008, -0.002]],
  "mulliken_charge": [0.38, -1.39, 0.35, -0.20, -0.75, 0.68, -0.05, -0.36, -0.15, 0.39, 0.34, 0.38, 0.45, 0.49, 0.60, -0.73, 0.03, -0.74, 0.20, -0.90, 0.19, -0.93, 1.87, -1.35, -1.06, 0.36, 0.38, 0.36, 0.41, 0.35, 0.37, 0.33, 0.44, 0.42, 0.60, 0.45, 0.51, 0.38, -0.57, 0.29, -0.07, 0.88, -0.60, -0.52, 0.48, -0.81, -0.55, -0.60, -0.60, 0.57, 0.52, 0.46, 0.45, 0.57]
}



6.
{
  "formula": "C4H10NO3",
  "method": "ωB97M-V/def2-TZVPD",
  "homo_ev": -3.192,
  "total_charge": -1,
  "energy_ev": -11942.39390,
  "e_above_lowest_ev": 3.0029,
  "elements": ["C", "C", "N", "C", "C", "O", "O", "H", "H", "H", "H", "H", "H", "H", "H", "H", "H", "O"],
  "xyz": [[-1.488256, -0.457430, -1.423909], [-0.066845, -0.783098, -1.677187], [0.948972, -0.228136, -0.941706], [0.661248, 1.075545, -0.260409], [-0.311026, 0.981263, 1.162305], [-0.060900, 1.913142, 2.001097], [0.215952, -1.636064, -2.526420], [-1.848291, 0.562608, -1.584431], [-1.719004, -0.671609, -0.383558], [-2.223018, -1.040749, -2.001698], [1.793941, -0.278702, -1.489838], [1.522074, 1.434481, 0.272098], [0.131301, 1.712011, -0.960872], [-1.362332, 0.913740, 0.815244], [-0.211183, -0.155934, 1.520176], [0.648019, -0.791458, 2.649251], [1.884239, -1.270179, 1.976576], [1.485107, -1.279432, 2.853280]],
  "atomic_forces_ev_per_a": [[-1.936, 0.141, 0.535], [1.185, -1.391, -1.143], [-1.274, 1.302, 0.229], [-1.460, -1.706, 1.829], [-0.130, -1.591, -1.419], [0.543, 0.663, 0.564], [-0.190, 0.339, 0.089], [0.765, 0.236, 0.131], [0.076, 0.093, 0.216], [0.932, -0.277, -0.127], [0.225, -0.131, 0.194], [0.590, 0.491, -0.547], [0.418, 0.686, 0.085], [-0.322, 0.367, -0.302], [0.292, 0.896, -0.527], [0.807, -0.292, 0.412], [0.129, -0.066, 0.020], [-0.649, 0.241, -0.238]],
  "mulliken_charge": [-1.01, 0.58, -0.14, -0.70, -0.12, -0.79, -0.70, 0.32, 0.24, 0.32, 0.24, 0.43, 0.30, 0.13, -0.15, 0.45, 0.33, -0.72]
}